No. 1
C45H42AsFN16O3SSc as an isolated structure at a distorted geometry, computed with wB97M-V/def2-TZVPD.

```
110
Properties=species:S:1:pos:R:3:forces:R:3:mulliken_charge:R:1
As -0.283634 1.094337 2.343631 -0.761 0.467 0.754 1.8794
Sc 0.912693 0.205460 -0.130154 1.255 -0.666 0.871 -1.1780
S 1.552821 -2.179648 2.159271 -0.126 -0.014 0.017 -0.4143
F 4.684489 -4.706519 -2.922216 0.030 -0.076 -0.071 -0.3653
O -0.828850 -0.689324 0.158872 -0.711 -0.002 -0.045 0.7608
O -2.710010 -1.804773 -0.304101 0.033 0.137 0.048 -0.7516
O 1.437113 -1.617320 -0.861106 0.184 -0.912 -0.867 -0.5626
N -0.863494 0.812016 -3.850357 -0.064 -0.188 0.020 -0.8227
N 1.832053 4.059398 1.131131 0.093 -0.113 0.170 -0.9042
N -0.401491 0.101385 -2.886124 0.095 -0.032 -0.044 -0.3934
N 1.363619 2.264005 0.034579 0.065 1.328 0.027 2.0781
N 3.091275 0.201205 1.175589 -0.448 -0.125 -0.245 0.9176
N 3.194324 -6.685208 -4.307946 0.044 -0.041 0.055 0.3686
N 3.176624 0.452948 -1.449559 -0.130 0.282 0.139 0.6634
N 4.624965 -8.819280 -5.453316 -0.029 -0.040 -0.041 -0.1326
N 0.231687 0.925329 -2.007253 -0.368 0.483 -0.282 1.5426
N -0.589166 2.111254 -3.663545 0.131 0.281 -0.024 -0.5222
N 2.114872 -0.902033 4.403604 0.087 0.144 0.017 -0.3209
N 0.619870 3.296966 -1.989402 -0.156 0.117 -0.018 0.1062
N 1.832732 2.776862 1.212400 0.035 0.170 -0.192 -0.0991
N 1.377087 4.466198 -0.055307 -0.074 0.080 -0.319 -0.7612
N 3.029952 -0.004541 2.516485 0.156 -0.016 0.457 -0.5924
N -0.810342 -4.462279 -2.744023 -0.253 0.162 0.038 0.2989
C -1.386773 -3.530308 -1.951035 0.063 -0.143 -0.079 -0.5690
C 1.821282 2.689418 5.687493 0.017 -0.006 0.055 -0.6528
C -2.895264 4.648938 0.615651 0.005 0.012 -0.048 -0.6944
C 5.240263 1.291493 1.572529 -0.017 -0.007 -0.088 -2.1812
C 1.213500 -5.553753 -3.519999 0.006 -0.069 -0.079 -1.0877
C -2.779692 0.165036 5.504947 0.074 -0.011 0.042 -0.9412
C 0.712282 -2.493027 -1.380030 -0.400 -0.348 -0.127 0.5791
C 0.082924 2.153351 -2.528048 0.020 -0.462 -0.128 -0.2884
C 4.914514 2.079993 -1.311349 0.033 -0.039 0.119 -1.1792
C 4.561864 -7.481908 -6.131922 0.013 0.457 -0.011 -0.9549
C -2.806680 -4.777222 -4.254264 -0.120 0.049 0.046 -0.9557
C -0.706503 -2.575837 -1.267842 0.214 0.341 0.364 -0.1726
C -1.649722 -5.361639 -3.505383 0.032 -0.093 0.004 -0.3688
C 1.091052 3.348121 -0.704430 0.209 -0.209 0.329 -0.3178
C -1.789122 0.306150 3.309776 0.124 -0.160 0.016 0.4212
C -0.138332 1.504353 6.443288 -0.020 0.025 0.017 -0.6228
C -3.880677 -0.467584 4.950134 -0.065 -0.012 0.033 -0.7799
C 2.240193 -0.973572 3.063667 0.053 -0.177 -0.179 -0.0775
C 2.591682 -5.615135 -3.577801 -0.015 0.055 -0.030 -1.3259
C 3.887882 1.601545 -3.415601 0.099 0.019 0.038 -1.0656
C 1.029765 2.199017 6.720275 0.003 0.001 0.035 -0.8614
C 2.729740 -3.621676 -2.219023 0.037 -0.017 -0.009 -0.3986
C 3.384788 -9.076163 -4.651008 -0.337 0.063 0.350 -0.7286
C -1.418971 3.814783 2.322572 0.158 -0.080 0.001 -0.2734
C 3.244648 -7.964791 -3.620816 0.114 0.059 -0.136 -0.5142
C -2.805298 3.437332 -0.054904 -0.015 0.036 0.001 -0.7992
C -1.327037 2.598957 1.656563 0.010 0.068 -0.073 0.6096
C -1.513716 -1.618455 -0.413186 -0.082 -0.472 -0.305 0.0167
C -2.884443 -0.338842 2.759961 0.010 -0.080 -0.041 -0.5933
C -2.202351 4.834201 1.801793 -0.018 0.070 0.029 -0.7561
C 0.294133 1.753978 4.084985 0.244 -0.114 -0.093 0.0233
C -3.931988 -0.724097 3.586531 0.015 0.006 0.030 -0.9191
C 1.336335 -3.568110 -2.148848 0.011 0.010 -0.016 1.2527
C 1.454213 2.464335 4.366249 -0.003 0.094 -0.137 -0.9656
C 4.100981 0.834889 0.715363 0.139 -0.006 0.306 0.9883
C -1.613134 -5.276210 -5.004843 0.073 -0.031 -0.118 -0.4520
C 0.563995 -4.537435 -2.807527 0.283 0.057 0.048 0.1683
C 3.334388 -4.632299 -2.909366 -0.078 0.068 0.128 0.1252
C 3.102590 0.666103 -2.756631 0.011 -0.054 -0.034 -0.1753
C -2.025043 2.415163 0.464096 0.031 -0.026 0.011 -0.1425
C -1.724400 0.552540 4.686644 -0.025 -0.029 -0.202 0.4567
C 4.081489 1.130993 -0.732878 -0.037 0.014 -0.315 0.5813
C 4.798221 2.330090 -2.670394 -0.075 -0.038 -0.081 -0.7272
C -0.518484 1.279438 5.123138 0.079 0.045 -0.078 0.5199
C 4.411314 -6.415892 -5.056391 -0.201 -0.110 0.001 -0.5668
H 2.539869 -9.059700 -5.336394 0.066 -0.016 -0.095 0.3696
H -0.752452 1.139038 7.256806 0.008 -0.007 0.003 0.3908
H -3.498939 5.448745 0.206091 -0.004 0.003 0.027 0.3883
H 5.468189 0.539179 2.328955 0.013 0.023 0.000 0.4258
H -1.972733 1.469939 -0.061623 -0.030 -0.055 -0.019 0.2568
H -0.951477 -4.544842 -5.450205 -0.032 0.066 0.081 0.2507
H -4.795892 -1.221085 3.164052 0.014 0.007 -0.019 0.4822
H -2.464883 -3.559518 -1.869682 -0.009 0.031 -0.030 0.8913
H 5.471441 -7.338231 -6.712260 0.029 -0.103 0.034 0.4246
H 3.302945 -2.863934 -1.698822 0.029 -0.037 -0.005 0.6164
H 2.365516 0.076297 -3.290756 -0.043 0.075 -0.004 0.6101
H 5.408469 3.090130 -3.139563 0.013 0.003 0.018 0.4226
H 3.527362 0.621829 3.131154 -0.068 0.152 -0.013 0.4241
H -3.344733 3.286709 -0.981784 0.021 -0.021 0.000 0.4762
H 1.454597 -1.546498 4.804684 0.011 -0.028 0.026 0.3223
H 0.640220 -6.304858 -4.045610 0.009 0.036 -0.027 0.6786
H -2.932622 -0.551527 1.701038 -0.003 0.025 -0.060 0.3328
H 3.453635 -10.057363 -4.184898 0.141 0.001 -0.038 0.3947
H -1.698433 -6.196620 -5.566616 -0.029 -0.025 0.050 0.3108
H -2.753365 0.367631 6.568704 -0.009 0.008 -0.005 0.3993
H 2.224537 -0.014350 4.876382 -0.034 0.025 0.006 0.1368
H 5.423284 -8.814330 -4.813929 0.080 -0.088 -0.043 0.3951
H 6.136772 1.449922 0.979893 0.010 0.023 0.024 0.5838
H 0.329800 4.169364 -2.401785 -0.012 -0.005 0.017 0.3373
H 5.621417 2.641383 -0.717497 -0.033 -0.002 0.021 0.4199
H 5.314149 -6.406097 -4.429511 0.001 0.025 0.029 0.4184
H 2.716762 3.252375 5.920025 -0.011 0.015 -0.041 0.4467
H -0.859783 3.972790 3.236786 -0.050 0.030 0.008 0.3997
H 3.698593 -7.484958 -6.793872 -0.004 -0.115 -0.005 0.3608
H 4.777535 -9.564688 -6.131673 0.021 -0.025 -0.021 0.3514
H 4.328000 -5.440652 -5.531920 0.069 -0.002 -0.040 0.4913
H -4.712805 -0.750769 5.582489 0.029 -0.019 0.008 0.3800
H 2.041865 2.862903 3.546493 0.017 -0.039 0.079 0.4629
H -2.266648 5.779813 2.325256 0.015 -0.005 -0.010 0.4257
H -2.956204 -3.707724 -4.192595 0.074 0.005 -0.031 0.3684
H 4.083884 -8.020198 -2.905604 -0.029 0.013 0.022 0.2366
H -3.723070 -5.348415 -4.287596 0.040 -0.050 0.022 0.2599
H 4.988313 2.231519 2.073113 -0.013 0.002 0.001 0.4168
H -1.771737 -6.335826 -3.045980 -0.020 0.003 -0.025 0.4563
H 3.766302 1.768861 -4.476390 -0.006 -0.029 -0.001 0.4712
H 1.322205 2.375044 7.747828 -0.021 -0.021 0.001 0.4004
H 2.325111 -8.111607 -3.058749 -0.006 -0.057 -0.006 0.4839
```
Positions in Å, forces in eV/Å.

Frontier orbital gap in eV: 6.00
HOMO in eV: -9.32
Relative energy (zero: lowest compared OMol25 entry of this formula, charge and spin) in kcal/mol: 3.4
Total charge: +1
LUMO in hartree: -0.1222

No. 2
An isolated molecule of C17H22N2O9 at a distorted geometry, computed with wB97M-V/def2-TZVPD.

```
50
Properties=species:S:1:pos:R:3:forces:R:3:mulliken_charge:R:1
O -0.689593 1.572946 0.151060 2.425 -0.796 0.035 -0.5810
O 0.286004 -1.641403 -5.413001 -0.004 3.955 -0.546 -0.5189
O 0.293876 0.347986 -6.530101 -0.181 -2.407 2.648 -0.5263
O 2.285718 -0.015501 1.924794 -0.962 -2.801 -0.946 -0.4510
O 1.582196 -1.268454 -0.416121 -0.932 0.120 2.707 -0.6760
O 1.789529 3.579709 0.028192 -0.205 0.851 -0.418 -0.6598
O 1.264520 1.959487 -1.984784 0.454 0.846 -0.365 -0.6737
O -2.696513 -0.094362 -0.250642 -1.691 -0.934 -1.892 -0.6431
O -0.532644 -0.375208 1.458762 1.950 2.630 0.663 -0.1185
N 2.438848 1.928041 1.365369 1.767 4.962 -0.300 0.0382
N 0.263643 -0.362371 -5.476264 0.102 -1.194 -2.145 0.8691
C 2.516628 3.287021 0.962545 -3.151 -3.116 -1.814 0.7300
C 3.654118 -0.471010 1.667272 0.092 0.014 0.316 -0.8561
C -2.664293 -1.274578 4.207839 -1.617 -0.443 -1.688 -0.3996
C 1.634843 0.821223 0.897217 1.376 -1.313 0.350 0.5651
C 3.329033 4.303013 1.601744 1.606 -0.610 0.327 -1.2240
C -2.104292 -0.727194 5.323996 2.927 0.861 -0.983 -0.7616
C 0.224370 0.387347 -4.253226 1.299 0.293 4.902 -0.4868
C -0.986608 -0.441068 2.781736 -1.430 -1.789 -2.403 0.5918
C -0.617725 0.910930 -1.131426 -2.080 -1.354 -1.905 -0.0077
C -0.344336 0.087080 3.829194 1.352 0.827 3.611 0.1584
C 0.805995 -0.182713 -3.072031 -1.829 2.289 -2.125 -1.2321
C -1.653531 -0.318061 -1.162242 3.071 -0.253 1.426 -0.5191
C -0.860675 -0.097811 5.184222 -1.092 -0.324 -3.717 -0.8849
C 1.754402 0.129991 -0.538326 0.358 0.163 -1.041 -0.7078
C 0.130921 0.966919 1.175328 -1.959 -0.745 0.091 -0.5645
C 0.825420 0.675691 -1.708342 -0.871 -0.207 1.296 1.0435
C -2.172775 -1.190426 2.917372 0.738 0.322 0.159 -0.6273
H 0.632173 0.612441 3.693722 -0.986 -0.602 0.235 0.1328
H 3.020880 1.723398 2.180561 -0.663 -0.083 -0.670 0.2633
H -2.632531 -1.665505 2.020927 0.283 0.580 0.936 0.3950
H 4.025875 3.790804 2.268230 0.376 0.621 0.028 0.3081
H 4.447372 0.138380 2.194062 -1.102 -0.359 -0.293 0.3316
H -3.648240 -1.683576 4.294526 -0.413 -0.612 0.230 0.3526
H -1.850191 -0.496078 -2.239457 -1.036 0.370 0.793 0.4386
H 2.739131 0.384342 -0.902255 0.625 -0.292 -0.132 0.9499
H 3.793664 4.873851 0.790730 0.258 -0.230 0.346 0.3442
H 3.698397 -1.499816 2.032601 -0.033 0.241 0.175 0.3031
H -1.043528 1.581441 -1.932229 0.286 0.055 1.400 0.6342
H 1.199494 -1.207842 -3.162934 -0.194 0.634 0.399 0.3523
H -1.113770 -1.251741 -0.829113 -0.359 0.766 -0.333 0.2149
H -2.521009 0.505498 0.462161 0.891 0.533 0.081 0.3906
H 2.723278 4.988047 2.141858 -0.657 0.451 0.596 0.3085
H 1.119130 2.522171 -1.175889 0.413 -0.186 -0.702 0.6623
H 3.956425 -0.525657 0.621800 -0.454 0.256 -0.084 0.3273
H 1.148975 -1.403381 0.509791 0.932 -0.009 -2.283 0.5610
H -0.199464 1.471514 -4.256133 0.982 -2.314 -0.445 0.3449
H -0.305430 0.331258 5.946360 0.757 0.594 1.563 0.5085
H -2.569265 -0.871062 6.233952 -0.775 -0.070 1.859 0.4876
H 0.080406 1.643140 2.025445 -0.642 -0.190 0.058 0.5127
```
Positions in Å, forces in eV/Å.

Frontier orbital gap in eV: 8.40
HOMO in eV: -9.28
SMILES: CO[C@]1(NC(C)=O)[C@H](Oc2ccccc2)O[C@H](CO)[C@](O)(/C=C/[N+](=O)[O-])[C@@H]1O
LUMO in hartree: -0.0325

No. 3
An isolated molecule of C5H5NO3 at a distorted geometry, computed with wB97M-V/def2-TZVPD.

```
14
Properties=species:S:1:pos:R:3:forces:R:3:mulliken_charge:R:1
O -1.560235 -1.893344 -1.472460 -0.199 0.117 0.217 -0.5064
O -2.628390 0.023712 1.369748 0.626 0.163 -0.646 -0.4108
O 1.391107 -1.370096 0.212157 0.235 -0.363 0.144 -0.5437
N 0.626696 1.326494 1.410384 -0.139 0.139 0.156 -0.5209
C 0.333319 -0.572246 -0.170174 -1.417 -0.362 -0.173 0.6714
C 0.274929 -0.155048 -1.666139 -0.225 0.599 -0.326 -0.7127
C -0.232092 0.355377 0.835436 0.395 -0.125 -0.937 -0.0677
C -1.538689 0.219070 0.990155 -0.771 0.067 1.379 0.4615
C -0.745904 -1.080079 -1.171152 1.623 -0.312 0.239 0.2065
H 1.028989 -0.578353 -2.319142 -0.010 -0.154 -0.051 0.3198
H 0.195174 1.815815 2.183192 0.160 0.000 0.006 0.2618
H 0.985282 1.994518 0.734919 -0.159 -0.005 0.041 0.2298
H 1.853792 -0.956991 0.953972 -0.172 0.069 -0.076 0.3635
H 0.016022 0.871171 -1.890898 0.053 0.168 0.029 0.2478
```
Positions in Å, forces in eV/Å.

Frontier orbital gap in eV: 8.92
HOMO in eV: -8.67
Relative energy (zero: lowest compared OMol25 entry of this formula, charge and spin) in kcal/mol: 65.0
SMILES: NC(=C=O)[C@]1(O)CC1=O
LUMO in hartree: 0.0090

No. 4
An isolated molecule of C3H4N2OS2 at a distorted geometry, computed with wB97M-V/def2-TZVPD.

```
12
Properties=species:S:1:pos:R:3:forces:R:3:mulliken_charge:R:1
S 1.725472 -0.627494 -2.191054 -2.037 -2.444 3.024 -0.1076
S -1.494997 -2.131015 -0.554056 1.644 1.177 -0.219 -0.4189
O -1.959719 0.263634 1.610180 0.071 -2.690 -2.036 -0.4994
N 1.059180 0.854171 0.019107 6.523 1.067 -6.742 -0.1649
N 0.507900 -0.097481 -0.957071 3.832 0.988 -0.181 -0.0174
C -0.474807 -0.722363 -0.280587 -4.197 -2.096 -0.350 0.2925
C 0.118593 1.129398 0.804681 -3.855 1.176 3.788 -0.4297
C -0.897322 0.151241 0.727042 1.796 3.674 1.994 0.0793
H 1.937390 1.619197 -0.372132 -3.939 -3.121 1.377 0.3898
H -2.495046 -0.548413 1.350427 0.328 1.047 0.590 0.2920
H 1.718887 -1.949044 -1.532121 0.438 1.962 -1.431 0.2187
H 0.254468 2.058170 1.375583 -0.603 -0.741 0.187 0.3656
```
Positions in Å, forces in eV/Å.

Frontier orbital gap in eV: 7.18
HOMO in eV: -7.55
Relative energy (zero: lowest compared OMol25 entry of this formula, charge and spin) in kcal/mol: 98.8
SMILES: Oc1c[nH]n(S)c1=S
LUMO in hartree: -0.0135

No. 5
An isolated ion of composition CH2O2 and charge +1 at a distorted geometry, computed with wB97M-V/def2-TZVPD.

```
5
Properties=species:S:1:pos:R:3:forces:R:3:lowdin_spin:R:1
O 0.789311 -0.520094 -1.190812 2.334 -1.475 -3.412 0.7688
O -0.209587 -0.617085 0.701842 1.149 0.727 -2.178 0.0640
C 0.172793 0.074629 -0.380174 -3.341 -0.011 5.288 0.1123
H -0.577739 -0.053208 1.381303 -0.531 0.641 0.646 0.0044
H -0.174778 1.115759 -0.512158 0.390 0.118 -0.344 0.0506
```
Positions in Å, forces in eV/Å.

Frontier orbital gap (alpha / beta) in eV: 14.39 / 9.01
HOMO (alpha / beta) in eV: -20.90 / -20.58
Relative energy (zero: lowest compared OMol25 entry of this formula, charge and spin) in kcal/mol: 0.0
Total charge: +1
LUMO (alpha / beta) in hartree: -0.2392 / -0.4254
Expectation value of S²: 0.76
Spin multiplicity: 2

No. 6
A 2-piece molecular cluster, C4H12 overall at a distorted geometry, computed with wB97M-V/def2-TZVPD.

```
16
Properties=species:S:1:pos:R:3:forces:R:3:mulliken_charge:R:1
C -1.660759 -0.421460 -1.291236 -1.270 0.708 0.353 -0.7817
C 1.932414 0.616626 1.999151 1.226 1.111 0.477 -0.9514
C -0.798685 -1.160895 -2.296167 0.646 1.467 0.084 -0.7950
C 0.529602 0.922774 1.544334 -0.118 -0.654 -0.168 -0.6714
H 2.350564 1.435676 2.601077 -0.259 -0.084 0.121 0.2741
H 2.697233 0.527026 1.222237 -0.474 -0.226 -0.369 0.3041
H 2.007301 -0.269577 2.614530 -0.206 -0.289 0.113 0.2874
H -1.231026 0.470255 -0.835747 0.520 -0.110 -0.169 0.1380
H -0.163376 1.049800 2.366664 0.058 0.691 0.302 0.2896
H -1.389100 -1.677627 -3.043256 0.126 -0.624 0.225 0.2846
H 0.133815 0.042429 1.100845 -0.339 -0.976 -0.737 0.1425
H -2.001746 -1.014677 -0.450534 0.205 -0.518 0.145 0.2917
H -2.611008 -0.043866 -1.691100 0.224 -0.133 -0.423 0.3452
H 0.426880 1.678683 0.771827 0.144 0.427 0.294 0.3176
H -0.184154 -0.440398 -2.853197 -0.302 0.046 -0.080 0.2547
H -0.037956 -1.714768 -1.759427 -0.182 -0.836 -0.167 0.2698
```
Positions in Å, forces in eV/Å.

Frontier orbital gap in eV: 12.60
HOMO in eV: -11.49
Relative energy (zero: lowest compared OMol25 entry of this formula, charge and spin) in kcal/mol: 8.4
SMILES: CC.CC
LUMO in hartree: 0.0407

Q: Which formula does entry 5 have?
A: CH2O2